Version 1
CH2FNO | ωB97M-V with the def2-TZVPD basis set

```
6
CH2FNO ωB97M-V with the def2-TZVPD basis set
C 0.470 -0.401 0.044
N -0.310 0.688 -0.255
O 0.322 -1.442 -0.569
F 1.285 -0.302 1.131
H -1.030 0.250 -0.835
H -0.736 1.207 0.484
```

2S+1: 1
Charge: 0
HOMO level (eV): -11.16
Structure (SMILES): NC(=O)F

natural (NBO) population analysis, charges in e, atoms 1 to 5: atom 1 (C): 0.9558, atom 2 (N): -0.8419, atom 3 (O): -0.5903, atom 4 (F): -0.3254, atom 5 (H): 0.4056

***

Version 2
CH2FNO | ωB97M-V with the def2-TZVPD basis set

```
6
CH2FNO ωB97M-V with the def2-TZVPD basis set
C -0.336 -0.998 0.208
N 0.168 1.232 0.424
O -0.441 -2.112 0.641
F -0.311 1.626 -0.813
H -0.314 -0.844 -0.777
H 1.233 1.096 0.317
```

2S+1: 1
Charge: 0
HOMO level (spin up / spin down) (eV): -9.13 / -10.21

natural (NBO) population analysis, charges in e, atoms 1 to 5: atom 1 (C): 0.4841, atom 2 (N): -0.1950, atom 3 (O): -0.4369, atom 4 (F): -0.2627, atom 5 (H): 0.1148

***

Of them, version 2 has the lowest stability.

***

Version 1
C39H34Cl5MnN7O5S | ωB97M-V with the def2-TZVPD basis set

```
92
C39H34Cl5MnN7O5S ωB97M-V with the def2-TZVPD basis set
Mn 0.567 -1.244 0.114
C -1.485 -5.829 -0.054
N -0.479 -6.439 0.768
C -0.848 -6.973 2.049
C 0.920 -6.489 0.410
C 1.166 -6.543 -1.105
N 1.415 -5.251 -1.826
C 2.159 -5.424 -3.095
C 1.437 -4.129 -1.215
H -2.096 -6.547 -0.623
H -1.037 -5.134 -0.768
H -2.172 -5.237 0.560
H -1.136 -8.035 2.019
H -1.690 -6.416 2.465
H -0.023 -6.879 2.760
H 1.302 -7.449 0.756
H 1.488 -5.698 0.990
H 0.289 -6.997 -1.571
H 2.017 -7.182 -1.338
H 3.179 -5.726 -2.862
H 2.162 -4.477 -3.626
H 1.669 -6.190 -3.696
H 3.131 -4.081 0.949
H 0.331 -3.890 1.105
H 3.137 -2.229 0.082
Cl 4.525 -2.422 5.520
C 3.219 -2.058 4.456
C 2.988 -2.842 3.315
Cl 4.073 -4.156 3.009
C 1.912 -2.539 2.516
Cl 1.677 -3.280 0.671
C 0.995 -1.499 2.765
O 0.016 -1.218 1.964
C 1.306 -0.697 3.879
Cl 0.284 0.671 4.157
C 2.383 -0.977 4.714
Cl 2.678 0.036 6.073
C -6.209 10.588 1.545
O -4.946 10.266 2.100
C -4.416 9.056 1.798
C -3.194 8.760 2.401
C -2.578 7.552 2.154
C -3.159 6.613 1.299
C -4.377 6.917 0.707
C -5.009 8.127 0.947
C -2.530 5.320 1.023
N -3.139 4.267 0.532
C -2.168 3.302 0.437
C -0.957 3.778 0.875
N -1.200 5.077 1.249
C 0.243 3.002 0.880
C 1.508 3.437 1.298
C 2.575 2.577 1.225
C 2.373 1.285 0.733
N 1.186 0.862 0.345
C 0.125 1.682 0.422
C -1.162 1.143 -0.005
N -1.199 -0.153 -0.376
C -2.344 -0.669 -0.783
C -3.525 0.071 -0.848
C -3.512 1.387 -0.455
C -2.308 1.950 -0.019
H -6.468 11.568 1.936
H -6.970 9.865 1.847
H -6.162 10.635 0.454
H -2.754 9.490 3.066
H -1.643 7.337 2.659
H -4.830 6.189 0.047
H -5.953 8.335 0.466
H -0.529 5.743 1.587
H 1.645 4.443 1.674
H 3.564 2.882 1.536
H 3.191 0.582 0.629
H -2.330 -1.714 -1.066
H -4.433 -0.403 -1.193
H -4.405 1.997 -0.469
O 4.701 1.089 -3.235
S 4.392 -0.273 -2.897
O 5.467 -1.126 -2.474
N 3.149 -0.337 -1.841
C 2.112 -0.946 -2.364
O 1.019 -1.169 -1.769
C 2.274 -1.380 -3.787
C 1.369 -2.043 -4.597
C 1.772 -2.374 -5.886
C 3.048 -2.048 -6.340
C 3.953 -1.383 -5.519
C 3.533 -1.059 -4.246
H 0.384 -2.292 -4.224
H 1.088 -2.890 -6.548
H 3.338 -2.315 -7.348
H 4.946 -1.129 -5.865
```

2S+1: 6
Charge: 0
HOMO level (spin up / spin down) (eV): -6.65 / -6.91
Expectation value of S²: 8.859

Mulliken population analysis, charges in e, atoms 1 to 5: atom 1 (Mn): -0.2488, atom 2 (C): -0.9147, atom 3 (N): 0.2205, atom 4 (C): -1.1463, atom 5 (C): -0.4254

***

Version 2
C39H34Cl5MnN7O5S | ωB97M-V with the def2-TZVPD basis set

```
92
C39H34Cl5MnN7O5S ωB97M-V with the def2-TZVPD basis set
Mn -1.726 -2.025 0.761
C -3.592 0.696 -0.778
N -3.639 -0.161 0.403
C -3.660 0.681 1.598
C -4.859 -0.973 0.396
C -4.760 -2.175 -0.538
N -3.764 -3.154 -0.086
C -4.312 -3.944 1.023
C -3.454 -4.075 -1.184
H -4.482 1.342 -0.851
H -3.524 0.101 -1.685
H -2.712 1.336 -0.739
H -4.617 1.210 1.698
H -2.867 1.422 1.535
H -3.491 0.059 2.472
H -5.727 -0.360 0.095
H -5.029 -1.326 1.414
H -4.472 -1.830 -1.533
H -5.757 -2.641 -0.615
H -5.302 -4.354 0.771
H -4.410 -3.334 1.916
H -3.641 -4.770 1.247
H -4.310 -4.725 -1.409
H -2.597 -4.688 -0.916
H -3.202 -3.514 -2.081
Cl -1.371 -4.928 7.839
C -1.686 -4.141 6.344
C -0.756 -4.190 5.306
Cl 0.695 -5.081 5.508
C -1.004 -3.515 4.124
Cl 0.134 -3.536 2.827
C -2.200 -2.783 3.888
O -2.425 -2.146 2.805
C -3.135 -2.809 4.956
Cl -4.630 -2.001 4.698
C -2.882 -3.451 6.155
Cl -4.032 -3.385 7.430
C 6.102 8.962 -3.276
O 5.465 7.974 -4.051
C 4.729 7.022 -3.432
C 4.089 6.100 -4.268
C 3.338 5.082 -3.737
C 3.195 4.945 -2.351
C 3.816 5.877 -1.523
C 4.577 6.904 -2.051
C 2.412 3.841 -1.851
N 1.871 2.915 -2.613
C 1.208 2.078 -1.779
C 1.356 2.507 -0.457
N 2.130 3.628 -0.527
C 0.783 1.828 0.642
C 0.972 2.180 1.982
C 0.357 1.427 2.962
C -0.454 0.363 2.578
N -0.650 0.003 1.319
C -0.031 0.705 0.342
C -0.185 0.249 -1.015
N -0.931 -0.856 -1.218
C -1.001 -1.350 -2.440
C -0.388 -0.770 -3.550
C 0.334 0.388 -3.377
C 0.458 0.912 -2.087
H 6.579 9.630 -3.990
H 6.863 8.533 -2.616
H 5.380 9.528 -2.679
H 4.212 6.207 -5.335
H 2.851 4.361 -4.371
H 3.728 5.806 -0.448
H 5.056 7.597 -1.376
H 2.418 4.203 0.246
H 1.593 3.025 2.235
H 0.486 1.663 4.006
H -0.965 -0.226 3.327
H -1.573 -2.259 -2.553
H -0.496 -1.223 -4.522
H 0.815 0.905 -4.190
O 2.988 -6.047 -1.384
S 2.399 -4.812 -1.812
O 2.506 -4.482 -3.208
N 0.830 -4.694 -1.325
C 0.653 -3.708 -0.502
O -0.463 -3.391 -0.007
C 1.897 -2.928 -0.169
C 2.024 -1.828 0.664
C 3.270 -1.234 0.790
C 4.370 -1.735 0.109
C 4.246 -2.856 -0.704
C 3.003 -3.428 -0.830
H 1.167 -1.456 1.205
H 3.385 -0.370 1.430
H 5.331 -1.253 0.216
H 5.093 -3.276 -1.222
```

2S+1: 6
Charge: 0
HOMO level (spin up / spin down) (eV): -7.71 / -7.76
Expectation value of S²: 8.753

Mulliken population analysis, charges in e, atoms 1 to 5: atom 1 (Mn): 2.4885, atom 2 (C): -1.3068, atom 3 (N): 1.0288, atom 4 (C): -1.1458, atom 5 (C): -0.9601

***

Of them, version 1 has the lowest stability.

***

Version 1
C10H17N2 | ωB97M-V with the def2-TZVPD basis set

```
29
C10H17N2 ωB97M-V with the def2-TZVPD basis set
C -2.680 0.888 1.276
C 1.053 1.880 0.165
C 2.009 1.056 -0.585
C 1.886 -0.951 1.104
C 0.440 -1.474 1.125
C -0.307 1.814 -0.641
C 1.680 -0.423 -0.321
C 0.273 -0.838 -0.163
C -1.055 0.442 -0.380
C -1.786 -1.955 -1.119
N -2.010 0.160 0.487
N -0.842 -0.883 -1.198
H -3.319 0.400 1.984
H -2.656 1.998 1.279
H 1.040 1.580 1.225
H 1.392 2.869 0.105
H 2.070 1.217 -1.687
H 2.927 1.308 -0.237
H 2.256 -0.050 1.760
H 2.730 -1.712 1.363
H 0.312 -2.554 1.012
H -0.015 -0.885 1.899
H -0.992 2.606 -0.279
H -0.136 2.141 -1.651
H 2.146 -1.204 -1.003
H -1.160 -2.827 -1.430
H -2.164 -2.167 -0.104
H -2.607 -1.759 -1.802
H -0.487 -0.676 -2.186
```

2S+1: 1
Charge: +1
HOMO level (eV): -12.41
Structure (SMILES): C=N[C@@]12CCC[C@H]3CC[C@]31[N@H+]2C

natural (NBO) population analysis, charges in e, atoms 1 to 5: atom 1 (C): 0.0037, atom 2 (C): -0.3959, atom 3 (C): -0.4002, atom 4 (C): -0.3801, atom 5 (C): -0.4853

***

Version 2
C10H17N2 | ωB97M-V with the def2-TZVPD basis set

```
29
C10H17N2 ωB97M-V with the def2-TZVPD basis set
C -0.978 1.363 -1.523
C -1.443 0.880 -0.393
C -2.160 1.440 0.712
C -0.048 0.434 -2.243
C -1.766 0.695 2.107
C -1.236 -0.734 2.057
C -0.341 -0.799 -0.171
C 0.762 -0.339 -1.035
C 1.614 0.816 -0.466
C 1.733 -1.435 -1.524
N -3.017 2.359 0.419
N 0.024 -0.820 1.235
H -1.349 2.315 -1.910
H -0.514 -0.330 -2.951
H 0.672 1.166 -2.664
H -0.906 1.298 2.269
H -2.580 0.760 2.750
H -1.042 -0.903 3.167
H -2.067 -1.367 1.642
H -1.072 -1.565 -0.336
H 2.103 0.465 0.476
H 0.970 1.672 -0.226
H 2.367 1.078 -1.182
H 2.324 -1.869 -0.728
H 2.632 -1.026 -2.092
H 1.237 -2.303 -1.957
H -3.548 2.542 1.283
H 0.668 -0.096 1.300
H 0.486 -1.683 1.501
```

2S+1: 1
Charge: +1
HOMO level (eV): -13.04

natural (NBO) population analysis, charges in e, atoms 1 to 5: atom 1 (C): -0.1569, atom 2 (C): 0.0079, atom 3 (C): 0.2020, atom 4 (C): -0.4278, atom 5 (C): -0.4639

***

Of them, version 1 has the lowest stability.

***

Version 1
C3H4ClN3O | ωB97M-V with the def2-TZVPD basis set

```
12
C3H4ClN3O ωB97M-V with the def2-TZVPD basis set
C -1.494 -0.398 0.008
C -0.012 1.081 0.014
C 0.730 -0.086 0.113
H -3.409 -0.087 -0.194
H -3.115 -1.395 0.726
H -0.162 2.866 0.199
H -0.249 -2.025 0.085
N -2.829 -0.895 -0.171
N -1.310 0.855 0.016
N -0.384 -1.021 0.070
O 0.582 2.264 -0.037
Cl 2.270 -0.802 -0.043
```

2S+1: 1
Charge: 0
HOMO level (eV): -7.98
Structure (SMILES): Nc1nc(O)c(Cl)[nH]1

natural (NBO) population analysis, charges in e, atoms 1 to 5: atom 1 (C): 0.5193, atom 2 (C): 0.4070, atom 3 (C): -0.0940, atom 4 (H): 0.3866, atom 5 (H): 0.3671

***

Version 2
C3H4ClN3O | ωB97M-V with the def2-TZVPD basis set

```
12
C3H4ClN3O ωB97M-V with the def2-TZVPD basis set
C 0.424 2.758 -0.499
C 0.470 2.354 1.773
C -0.056 -0.115 -0.734
N 0.408 3.218 0.610
N 0.690 1.010 1.345
N 0.940 0.688 -0.067
O 0.096 2.768 2.818
Cl 0.430 3.152 -2.070
H -0.047 -0.127 -1.868
H 0.152 -1.259 -0.668
H -1.115 0.049 -0.497
H 0.365 0.301 1.990
```

2S+1: 1
Charge: 0
HOMO level (spin up / spin down) (eV): -8.58 / -8.58

natural (NBO) population analysis, charges in e, atoms 1 to 5: atom 1 (C): 0.3662, atom 2 (C): 0.7619, atom 3 (C): -0.4811, atom 4 (N): -0.4690, atom 5 (N): -0.5124

***

Of them, version 2 has the lowest stability.